Entry 1:
ORCA calculation (the ωB97M-V functional and the def2-TZVPD basis) on a 8-piece molecular cluster, C48H108F12N6P2 overall in a non-equilibrium geometry.

Summary:
Total charge: +4
Frontier orbital gap: 10.0 eV
Energy relative to the best compared isomer or geometry (same formula, charge and spin): 0.0 kJ/mol
Total energy: -4102.41020 Ha

Structure (XYZ):
```
176
Properties=species:S:1:pos:R:3:forces:R:3
C -1.472 -1.622 6.769 1.1 0.8 -0.9
C -0.746 -0.400 6.137 0.5 0.6 0.3
C 0.824 -0.342 6.293 -1.2 0.8 -0.2
N 1.419 1.082 5.952 -1.4 -1.2 1.0
C 0.932 1.541 4.537 1.9 0.0 1.0
C 0.953 2.124 6.984 0.9 0.9 -0.1
C 2.038 3.209 7.000 -0.7 -0.2 0.3
C 3.312 2.403 6.861 1.2 0.3 -0.9
C 2.959 1.051 6.191 -0.4 0.5 -0.4
H -2.543 -1.486 6.613 0.1 -0.2 0.1
H -1.261 -1.687 7.837 0.0 -0.2 -0.1
H -1.112 -2.491 6.220 -0.3 -0.4 0.4
H -1.190 0.486 6.593 0.3 0.2 0.2
H -0.989 -0.289 5.080 0.0 -0.3 -0.2
H 1.288 -1.078 5.638 0.1 0.3 -0.2
H 1.108 -0.617 7.309 0.1 0.4 0.1
H 1.683 2.290 4.285 -0.4 0.2 -0.3
H -0.069 1.971 4.561 0.2 -0.3 0.3
H 1.004 0.725 3.818 0.0 0.0 0.3
H 0.041 2.632 6.667 -0.4 -0.9 0.4
H 1.012 1.688 7.981 -0.8 -0.4 -0.2
H 1.773 3.977 6.273 0.8 -0.3 -0.6
H 2.019 3.782 7.927 -0.1 -0.3 0.2
H 4.073 2.992 6.349 -0.1 -0.3 -0.5
H 3.818 2.165 7.797 -0.5 0.1 0.3
H 3.430 0.779 5.245 0.0 0.5 0.0
H 3.233 0.279 6.910 -0.7 -0.3 -0.1
C -3.540 -2.323 3.748 0.4 1.4 0.5
C -4.658 -1.410 3.088 2.0 -1.0 1.7
C -4.804 -0.066 3.887 -0.9 -0.7 -2.8
N -5.706 0.877 2.970 1.4 2.1 1.5
C -6.969 0.245 2.457 1.1 -0.1 0.7
C -4.941 1.599 1.811 0.8 -1.5 1.1
C -5.713 2.846 1.567 -0.9 -0.3 -0.6
C -5.967 3.404 2.968 0.9 -0.6 0.5
C -6.007 2.134 3.879 -1.3 -0.5 -0.5
H -3.197 -3.234 3.258 -0.9 0.0 -0.4
H -3.718 -2.538 4.801 -0.4 -0.2 -0.1
H -2.625 -1.730 3.757 0.1 0.2 0.0
H -5.568 -2.009 3.133 -0.2 0.4 -0.4
H -4.242 -1.280 2.089 -0.6 0.4 -0.2
H -3.898 0.518 4.046 0.1 -0.4 -0.2
H -5.298 -0.229 4.845 -0.3 0.2 -0.2
H -7.263 -0.479 3.217 -0.5 0.2 -0.1
H -6.671 -0.312 1.569 -0.5 0.2 -0.1
H -7.692 1.048 2.313 -0.1 -0.5 -0.2
H -4.791 0.911 0.979 -0.3 0.0 0.0
H -3.943 1.817 2.191 0.0 0.0 0.2
H -6.631 2.529 1.072 -0.3 0.4 0.0
H -5.200 3.482 0.845 0.1 0.2 0.3
H -6.837 4.048 3.093 0.0 -0.2 -0.1
H -5.079 3.960 3.268 -0.1 0.3 0.0
H -6.996 1.963 4.303 -0.1 0.0 -0.1
H -5.352 2.125 4.750 0.4 0.1 -0.5
C -4.438 -1.047 -8.124 0.3 0.5 1.3
C -3.901 0.020 -7.115 -1.4 0.8 -0.9
C -4.859 0.300 -5.916 2.3 0.3 0.9
N -4.051 0.888 -4.673 2.0 0.1 -0.5
C -3.343 2.302 -5.023 -2.3 -2.0 0.7
C -2.861 0.001 -4.301 -0.2 -1.0 -0.4
C -2.796 -0.171 -2.810 -0.7 -0.7 1.1
C -3.875 0.745 -2.211 1.4 0.5 -1.3
C -4.863 0.851 -3.394 -0.4 1.2 0.6
H -5.292 -0.693 -8.701 0.2 0.1 0.0
H -4.779 -1.906 -7.547 0.3 -0.4 -0.4
H -3.577 -1.244 -8.762 -0.4 -0.5 -0.2
H -3.878 0.926 -7.720 0.3 0.3 0.2
H -2.865 -0.206 -6.862 -0.2 -0.1 0.4
H -5.241 -0.637 -5.511 -0.4 0.2 -0.1
H -5.595 1.085 -6.091 -0.3 -0.5 -0.3
H -2.726 2.468 -4.140 0.1 0.4 -0.5
H -4.173 3.000 -5.129 0.3 0.2 0.1
H -2.845 2.132 -5.978 0.2 0.2 0.4
H -1.896 0.379 -4.639 -0.4 0.1 -0.7
H -3.082 -0.989 -4.701 0.3 0.2 -0.5
H -1.786 -0.012 -2.431 -0.2 0.1 0.2
H -3.111 -1.187 -2.572 0.4 -0.2 0.1
H -3.337 1.686 -2.094 -0.5 0.5 0.2
H -4.205 0.455 -1.213 -0.4 -0.2 -0.5
H -5.424 1.783 -3.333 -0.2 -0.1 -0.1
H -5.566 0.020 -3.458 0.2 -0.1 0.0
C 0.191 -2.185 -2.674 -0.4 0.9 1.1
C 0.839 -2.920 -3.744 1.6 -1.6 -1.6
C 2.244 -2.311 -4.054 -0.8 -0.7 -0.7
N 3.026 -3.005 -5.143 0.8 -0.9 -1.4
C 3.579 -4.347 -4.675 -0.7 1.1 0.4
C 2.297 -3.081 -6.515 0.6 1.2 -0.1
C 3.419 -3.070 -7.631 -1.9 -0.7 -0.5
C 4.608 -2.476 -6.999 1.3 1.0 1.5
C 4.259 -2.176 -5.541 0.0 0.1 0.5
H -0.789 -2.602 -2.440 -0.2 0.4 -0.2
H 0.195 -1.172 -3.078 -0.7 0.5 0.9
H 0.737 -2.236 -1.732 0.2 0.3 0.0
H 0.216 -2.869 -4.637 0.1 0.1 -0.2
H 0.852 -3.983 -3.501 0.5 -0.2 0.0
H 2.903 -2.263 -3.186 -0.1 -0.1 0.1
H 2.096 -1.298 -4.427 0.0 0.1 0.1
H 4.208 -4.791 -5.446 -0.1 0.1 0.1
H 2.760 -5.001 -4.379 0.1 0.0 -0.2
H 4.133 -4.005 -3.801 0.3 -0.8 0.0
H 1.473 -3.793 -6.568 0.5 -0.4 0.2
H 1.845 -2.089 -6.505 -0.3 0.0 -0.4
H 3.596 -4.015 -8.144 -0.1 -0.3 0.6
H 3.160 -2.416 -8.463 -0.7 0.0 0.2
H 5.512 -3.083 -7.028 -0.1 0.1 -0.3
H 4.786 -1.474 -7.388 0.5 -0.4 -0.5
H 5.090 -2.412 -4.876 -0.2 0.0 0.2
H 4.021 -1.119 -5.425 -0.3 -0.1 0.2
C 0.598 -4.981 -0.157 -1.2 -0.5 -0.7
C 1.570 -4.646 0.935 1.4 0.1 0.0
C 2.117 -3.215 0.798 -0.1 0.9 1.5
N 3.074 -2.786 1.967 0.9 -0.1 -0.5
C 2.482 -3.130 3.337 -0.6 0.3 -1.6
C 3.457 -1.270 1.829 1.0 -0.1 0.1
C 4.994 -1.184 1.587 -0.6 0.0 -0.1
C 5.519 -2.499 2.131 0.6 -0.1 -0.9
C 4.422 -3.489 1.797 -0.1 -1.4 1.3
H 0.211 -5.999 -0.122 0.6 -0.3 0.2
H 0.975 -4.835 -1.169 0.3 0.1 0.0
H -0.357 -4.458 -0.102 0.2 0.7 0.2
H 2.444 -5.297 0.922 0.0 -0.4 -0.4
H 1.138 -4.891 1.905 -0.2 0.7 0.0
H 1.291 -2.505 0.759 0.0 0.2 0.5
H 2.741 -2.936 -0.051 -0.1 -0.8 -0.4
H 2.506 -4.207 3.503 0.2 0.2 -0.1
H 1.448 -2.845 3.136 -0.1 0.3 1.0
H 2.980 -2.609 4.154 -0.1 0.1 -0.3
H 3.264 -0.789 2.788 -0.6 0.0 -0.3
H 2.982 -0.820 0.958 -0.7 -0.1 0.6
H 5.427 -0.261 1.973 -0.2 -0.1 0.6
H 5.205 -1.064 0.525 -0.1 -0.5 -0.2
H 5.799 -2.503 3.185 -0.4 0.2 0.1
H 6.426 -2.808 1.611 0.1 0.0 0.0
H 4.465 -4.322 2.498 -0.2 0.1 0.3
H 4.465 -4.055 0.866 0.1 0.9 -0.5
C 3.173 0.162 -1.860 0.4 -0.5 -0.7
C 3.100 1.555 -1.222 -0.4 0.3 -0.7
C 2.240 2.456 -2.190 -1.1 -0.5 1.1
N 1.831 3.889 -1.749 -0.6 -1.9 -2.7
C 3.055 4.712 -1.839 -1.0 -0.2 1.1
C 0.765 4.391 -2.766 -0.5 0.3 1.0
C -0.581 3.877 -2.179 -0.3 1.3 -0.1
C -0.289 3.228 -0.814 0.8 0.2 -0.3
C 1.024 3.894 -0.459 1.5 -0.8 -0.2
H 2.217 -0.357 -1.933 -0.3 0.4 0.1
H 3.836 -0.585 -1.425 0.2 0.4 0.9
H 3.617 0.169 -2.856 -0.2 0.5 -0.4
H 4.092 1.977 -1.062 0.0 -0.1 0.1
H 2.611 1.433 -0.255 0.0 0.4 0.1
H 1.272 1.963 -2.282 0.0 -0.2 -0.1
H 2.628 2.514 -3.207 0.4 0.3 0.2
H 2.691 5.643 -1.405 1.0 0.5 -0.3
H 3.312 4.711 -2.898 0.3 0.5 0.3
H 3.770 4.201 -1.194 0.3 0.6 -0.1
H 0.828 5.479 -2.767 0.0 0.1 0.7
H 0.828 4.247 -3.844 1.0 -1.2 0.2
H -1.140 4.794 -1.991 -0.4 -0.1 0.0
H -1.144 3.339 -2.941 0.1 -0.4 0.3
H -0.942 3.388 0.044 -0.5 0.2 -0.5
H -0.144 2.149 -0.872 -0.1 0.1 0.0
H 0.988 4.946 -0.177 -0.3 -0.1 0.3
H 1.598 3.292 0.246 0.0 0.5 0.4
P 3.946 3.542 2.648 0.3 1.2 0.3
F 4.869 2.677 1.556 -1.0 0.1 1.0
F 5.215 4.464 2.943 -0.4 -0.6 0.5
F 3.497 4.576 1.477 0.1 0.0 -0.4
F 2.986 4.373 3.712 0.6 -0.5 -0.5
F 2.629 2.680 2.217 0.2 -1.0 0.2
F 4.298 2.505 3.905 -0.1 0.3 -1.5
P -0.793 0.027 1.215 -0.2 1.2 1.9
F -0.002 -0.316 -0.096 0.8 -1.3 -1.5
F 0.135 1.389 1.312 -1.1 -0.1 0.0
F -1.908 0.718 0.253 -0.3 0.2 0.5
F -1.618 0.537 2.560 0.4 -0.5 -0.8
F -1.628 -1.378 1.234 0.4 0.7 -0.3
F 0.368 -0.677 2.117 -0.3 -0.5 0.2
```
Forces are in eV/Å.


Entry 2:
ORCA calculation (the ωB97M-V functional and the def2-TZVPD basis) on C48H110AsF6N6O as an isolated structure in a non-equilibrium geometry.

Summary:
Total charge: +5
Frontier orbital gap: 10.1 eV
Energy relative to the best compared isomer or geometry (same formula, charge and spin): 242.2 kJ/mol
Total energy: -5131.84649 Ha

Structure (XYZ):
```
172
Properties=species:S:1:pos:R:3:forces:R:3
As -0.648 -0.003 -0.359 0.2 -1.3 1.7
F -1.831 -0.043 -1.678 1.1 0.8 0.9
F -1.724 -1.267 0.473 1.1 1.7 -0.8
F 0.501 -0.154 1.028 -0.9 0.2 -1.3
F 0.527 1.204 -1.130 -2.0 -1.8 0.8
F -1.492 1.335 0.593 1.0 -1.7 -1.8
F 0.174 -1.451 -1.130 -0.5 1.9 0.5
C 4.957 -3.343 0.903 -0.5 0.0 0.1
C 5.631 -2.340 1.864 0.3 1.1 -2.4
N 6.763 -1.494 1.117 -1.3 -0.7 -1.0
C 6.400 -0.789 -0.278 -0.1 -0.6 1.6
C 7.142 -0.338 2.068 -0.4 0.3 -1.1
C 6.068 0.771 2.250 -0.3 -0.4 0.5
C 7.874 -2.444 0.613 1.9 1.6 1.8
C 8.457 -3.498 1.603 -0.3 0.9 0.4
O 8.859 -2.817 2.851 -1.1 -0.9 -1.0
C 9.122 -3.735 3.928 -0.2 -0.9 0.3
H 4.714 -2.940 -0.081 0.7 0.5 -0.1
H 3.923 -3.512 1.201 0.1 -0.3 0.7
H 5.417 -4.314 0.722 0.3 0.2 0.4
H 6.137 -2.699 2.760 -0.1 -0.3 -0.2
H 4.891 -1.581 2.117 0.1 -0.2 0.2
H 5.571 -0.100 -0.114 0.3 0.1 -0.1
H 6.163 -1.485 -1.082 -0.2 -0.3 0.6
H 7.351 -0.346 -0.573 -0.3 0.5 0.2
H 7.926 0.203 1.538 0.5 -0.5 0.4
H 7.484 -0.713 3.033 0.0 -0.3 -0.4
H 4.991 0.603 2.237 0.0 -1.0 -0.4
H 6.207 1.583 1.536 0.3 0.2 0.5
H 6.167 1.035 3.303 0.4 0.8 -0.2
H 8.708 -1.745 0.546 0.2 0.1 -0.4
H 7.620 -2.693 -0.417 0.0 -0.9 0.5
H 9.359 -3.940 1.179 -0.1 0.1 -0.4
H 7.723 -4.298 1.701 0.0 -0.1 0.8
H 10.161 -4.036 4.062 0.2 0.4 -0.5
H 8.571 -4.667 3.799 -0.1 -0.1 -0.3
H 8.795 -3.374 4.903 -0.1 0.7 -0.3
C 3.534 2.934 -5.269 -0.5 0.9 0.5
C 3.712 1.943 -6.379 -0.8 -0.5 0.1
C 3.026 0.646 -5.850 0.0 0.2 -2.8
N 2.007 0.050 -6.894 -0.4 -2.0 2.9
C 0.754 0.896 -7.035 2.0 -0.5 -1.1
C 1.574 -1.330 -6.302 -1.2 -0.8 -0.7
C 1.193 -2.203 -7.543 1.0 0.1 -0.7
C 1.541 -1.369 -8.814 0.8 0.1 1.0
C 2.546 -0.313 -8.254 -1.0 -0.1 0.0
H 3.594 2.469 -4.285 1.2 0.2 0.1
H 2.491 3.239 -5.182 -0.3 0.2 -0.6
H 4.115 3.843 -5.425 0.2 -0.2 0.5
H 4.738 1.791 -6.714 0.1 -0.3 0.6
H 3.274 2.352 -7.289 -0.5 -0.2 0.0
H 2.436 0.794 -4.946 0.2 0.0 -0.1
H 3.810 -0.102 -5.732 -0.4 -0.2 0.2
H 0.050 0.295 -7.612 -0.2 0.2 0.4
H 1.245 1.580 -7.727 -1.3 1.3 0.3
H 0.394 1.245 -6.068 0.1 0.1 -0.3
H 0.736 -1.282 -5.607 -0.4 1.0 -0.4
H 2.251 -1.821 -5.604 1.1 0.4 -0.8
H 0.144 -2.490 -7.623 0.2 -0.1 0.5
H 1.839 -3.080 -7.587 -0.3 -0.2 0.3
H 0.598 -1.026 -9.239 0.4 0.8 -0.1
H 2.051 -1.895 -9.621 -0.1 -0.3 0.2
H 2.607 0.546 -8.923 0.2 0.2 0.4
H 3.534 -0.706 -8.015 0.0 -0.3 -0.6
C -6.418 2.684 -2.460 0.4 -1.3 1.3
C -7.308 1.513 -1.904 -1.3 0.2 -0.4
C -7.187 1.004 -0.403 -1.1 -0.6 -1.8
N -7.838 -0.457 -0.188 1.9 -1.2 -1.3
C -7.073 -1.428 -1.175 -0.3 0.6 0.8
C -7.484 -0.940 1.258 -0.4 0.4 -0.4
C -8.760 -1.587 1.797 -0.2 1.6 -0.8
C -9.863 -0.710 1.141 1.0 0.3 0.5
C -9.382 -0.651 -0.322 -0.4 0.3 1.1
H -6.185 3.410 -1.681 0.1 0.1 -0.1
H -6.799 3.204 -3.339 -0.4 -0.3 0.2
H -5.524 2.137 -2.758 0.5 0.7 0.0
H -7.182 0.732 -2.654 0.3 -0.5 0.5
H -8.349 1.767 -2.102 -0.2 0.2 0.5
H -7.752 1.637 0.281 0.3 0.1 0.0
H -6.133 0.916 -0.141 -0.2 -0.2 0.3
H -7.424 -1.324 -2.202 -0.4 -0.2 0.4
H -7.134 -2.433 -0.758 -0.6 0.0 -0.3
H -6.005 -1.211 -1.193 -0.1 0.5 0.3
H -6.628 -1.614 1.265 0.0 0.2 -0.4
H -7.208 -0.004 1.744 -0.1 -0.3 0.5
H -8.901 -2.580 1.371 0.2 -0.3 0.5
H -8.815 -1.528 2.884 0.1 -0.4 -0.1
H -10.826 -1.139 1.418 -0.2 0.1 -0.9
H -9.852 0.320 1.498 0.0 0.0 0.5
H -9.667 -1.621 -0.729 0.8 0.1 -0.7
H -9.824 0.177 -0.875 0.3 -0.2 -0.2
C -0.130 -2.252 5.438 0.8 -0.9 0.2
C -0.256 -1.116 6.476 1.7 0.7 -2.2
C 1.021 -0.169 6.479 -1.7 1.0 1.2
N 0.823 0.857 7.677 -0.5 1.4 -1.6
C 1.191 0.337 9.058 0.2 0.0 -2.3
C -0.604 1.473 7.646 0.5 0.5 0.8
C -0.693 2.421 6.420 -0.8 -1.9 1.8
C 0.695 3.012 6.381 0.8 0.2 -0.4
C 1.593 2.182 7.350 -0.5 -0.2 -0.2
H -0.998 -2.404 4.796 -0.3 0.1 0.5
H 0.124 -3.182 5.946 -0.2 -0.1 -0.1
H 0.665 -2.136 4.702 0.3 0.5 0.1
H -0.504 -1.476 7.475 -0.3 0.2 -0.2
H -0.973 -0.477 5.960 -0.6 0.1 1.1
H 0.989 0.521 5.636 -0.3 -0.3 -0.3
H 2.041 -0.550 6.428 -0.2 -0.5 0.8
H 0.954 1.091 9.808 0.2 -0.2 -0.1
H 2.248 0.203 8.826 0.2 -0.4 1.4
H 0.645 -0.596 9.199 0.3 0.1 0.3
H -0.553 2.074 8.554 -0.3 0.1 0.1
H -1.408 0.749 7.781 0.3 -0.1 -0.2
H -1.530 3.094 6.606 0.2 0.2 -0.1
H -1.005 1.734 5.634 0.4 0.6 -0.7
H 0.785 4.045 6.717 -0.5 0.0 0.1
H 1.038 3.045 5.347 0.4 -0.3 0.1
H 1.702 2.714 8.295 -0.1 -0.2 0.0
H 2.597 2.056 6.946 -0.1 -0.7 0.1
C -0.452 12.383 -1.900 0.8 -0.7 0.4
C -0.661 10.872 -1.883 -0.6 -1.0 -0.7
C -0.360 10.320 -0.504 -1.1 -0.6 -1.2
N -0.716 8.798 -0.367 0.1 -0.9 1.1
C 0.034 7.858 -1.323 -0.8 1.5 1.2
C -2.235 8.369 -0.536 0.7 3.3 0.1
C -2.686 7.645 0.711 0.5 -0.3 -0.2
C -1.400 7.334 1.559 -0.7 0.8 -0.5
C -0.381 8.439 1.126 -1.4 -0.5 -0.5
H -1.090 12.845 -1.147 0.0 0.1 -0.1
H -0.566 12.910 -2.847 -0.1 -0.4 0.0
H 0.587 12.446 -1.575 0.1 0.9 0.0
H -0.068 10.279 -2.580 0.2 0.6 -0.5
H -1.697 10.622 -2.115 -0.2 0.0 -0.1
H -1.037 10.922 0.102 0.4 -0.6 1.0
H 0.700 10.417 -0.271 -0.2 0.0 0.4
H 1.062 8.209 -1.418 -0.1 -0.3 -0.1
H -0.566 7.938 -2.229 0.7 -0.4 -0.2
H -0.069 6.906 -0.803 0.3 -0.2 -0.6
H -2.485 8.023 -1.539 0.6 -0.7 0.3
H -2.643 9.380 -0.552 -0.7 -0.1 0.1
H -3.302 6.784 0.449 0.3 -0.2 0.2
H -3.344 8.322 1.256 0.1 -0.1 0.2
H -1.052 6.304 1.477 0.1 0.2 -0.2
H -1.761 7.514 2.571 0.7 -0.2 0.2
H 0.681 8.210 1.209 -0.2 -0.1 -0.1
H -0.632 9.321 1.716 0.3 0.1 -0.2
C 0.301 -7.634 2.034 1.5 -0.9 2.3
C 0.146 -7.942 0.600 0.4 -0.3 -0.8
C -0.869 -7.099 -0.017 -3.6 1.2 -3.2
N -1.357 -7.649 -1.469 -1.9 -0.5 -0.1
C -0.197 -7.585 -2.483 -2.5 -0.7 1.2
C -1.969 -9.102 -1.343 -0.7 -0.1 0.6
C -3.190 -9.392 -2.346 2.5 -0.2 1.3
C -3.391 -8.062 -2.998 0.1 1.4 0.0
C -2.644 -6.958 -2.056 0.2 -0.6 -1.3
H 1.111 -6.934 2.239 -0.7 0.9 -0.1
H 0.783 -8.482 2.521 0.0 -0.5 -0.2
H -0.583 -7.544 2.666 -0.2 0.7 -0.5
H -0.152 -8.980 0.454 0.2 -0.1 0.0
H 1.094 -7.746 0.099 0.1 -0.4 0.0
H -0.734 -6.043 -0.252 1.2 0.0 0.1
H -1.834 -6.985 0.476 0.0 -0.8 0.6
H 0.128 -6.552 -2.610 0.3 -0.3 0.4
H -0.707 -7.905 -3.392 0.8 -0.3 -0.2
H 0.440 -8.326 -2.000 0.8 0.4 -1.0
H -1.230 -9.899 -1.421 0.3 0.4 0.1
H -2.408 -9.105 -0.345 0.4 0.0 0.1
H -2.797 -10.212 -2.946 -0.5 0.3 -0.6
H -4.055 -9.778 -1.806 0.2 0.2 0.2
H -3.052 -8.073 -4.034 0.7 0.3 0.2
H -4.451 -7.858 -3.150 0.0 0.4 0.5
H -2.334 -6.080 -2.623 0.2 -0.1 -0.1
H -3.301 -6.551 -1.287 0.2 -0.6 0.4
```
Forces are in eV/Å.